C10H11BrINO | ωB97M-V with the def2-TZVPD basis set

## Properties
* orbital gap: 8.76 eV
* LUMO level: 0.04 eV
* molar mass: 368.01 g mol⁻¹
* SMILES: CC(=O)N[C@@](C)(I)c1ccc(Br)cc1

```
! RIJCOSX wB97M-V def2-TZVPD def2/J DEFGRID3
* xyz 0 1
C -2.180 -2.245 1.511
C -1.331 -1.370 0.559
O -0.438 -1.710 -0.165
N -1.654 0.035 0.654
C -0.946 0.936 -0.372
C -1.585 0.735 -1.745
I -1.402 3.034 0.205
C 0.520 0.876 -0.182
C 1.323 0.567 -1.260
C 2.613 0.164 -1.109
C 3.246 0.234 0.082
Br 5.151 -0.026 0.177
C 2.492 0.604 1.143
C 1.127 0.887 1.053
H -3.069 -1.781 1.882
H -1.304 -2.331 2.294
H -2.340 -3.311 1.203
H -2.605 0.206 0.796
H -2.720 0.967 -1.796
H -1.496 -0.219 -2.165
H -1.104 1.408 -2.591
H 0.954 0.585 -2.301
H 3.141 -0.176 -2.089
H 2.920 0.531 2.215
H 0.687 1.400 2.001
*
```

Atom charges from the Mulliken analysis, given in e for atoms 1 to 8: number 1, C, carries -1.031; number 2, C, carries 0.642; number 3, O, carries -0.517; number 4, N, carries -0.202; number 5, C, carries 0.035; number 6, C, carries -1.333; number 7, I, carries 0.065; number 8, C, carries 0.358



C7H9O2P | ωB97M-V with the def2-TZVPD basis set

## Properties
* orbital gap (spin up / spin down): 6.09 / 8.09 eV
* LUMO level (spin up / spin down): 0.50 / -1.56 eV
* <S²>: 2.022
* molar mass: 156.12 g mol⁻¹

```
! RIJCOSX wB97M-V def2-TZVPD def2/J DEFGRID3
* xyz 0 3
C 1.824 -0.332 0.844
C 0.843 0.614 0.895
C 0.317 -1.850 -0.085
C -0.656 -0.905 -0.078
C 1.741 -1.409 -0.127
C -0.416 0.488 0.116
C -0.539 1.389 -1.195
O -3.583 0.382 -0.706
O -1.595 0.948 0.896
P -3.110 -0.472 0.388
H 2.807 -0.080 1.200
H 1.008 1.451 1.580
H 0.122 -2.847 -0.108
H 2.000 -1.254 -1.158
H 2.330 -2.207 0.174
H -1.500 1.286 -1.737
H 0.260 1.163 -1.777
H -0.534 2.338 -0.817
H -1.319 1.296 1.695
*
```

Atom charges from the Mulliken analysis, given in e for atoms 1 to 8: number 1, C, carries -0.425; number 2, C, carries -0.747; number 3, C, carries -0.594; number 4, C, carries -0.493; number 5, C, carries -0.876; number 6, C, carries 1.798; number 7, C, carries -1.450; number 8, O, carries -0.419



C20H20FN3O5S2 | ωB97M-V with the def2-TZVPD basis set

## Properties
* orbital gap: 8.70 eV
* LUMO level: 0.30 eV
* molar mass: 465.53 g mol⁻¹
* SMILES: O=C(CN(Cc1cccs1)C(=O)CNS(=O)(=O)c1ccc(F)cc1)NCc1ccco1

```
! RIJCOSX wB97M-V def2-TZVPD def2/J DEFGRID3
* xyz 0 1
O 3.699 0.832 1.527
C 2.700 0.176 1.741
C 2.721 -1.366 1.677
N 2.452 -1.826 0.333
C 3.372 -1.343 -0.703
C 2.802 -0.233 -1.522
C 3.207 1.066 -1.545
C 2.500 1.845 -2.486
C 1.567 1.122 -3.155
S 1.528 -0.519 -2.651
C 1.445 -2.601 -0.099
O 1.330 -2.904 -1.278
C 0.366 -3.123 0.855
N -0.922 -2.660 0.347
S -1.066 -1.004 0.616
O -0.928 -0.834 2.039
O -0.165 -0.258 -0.210
C -2.745 -0.709 0.105
C -2.978 -0.326 -1.203
C -4.278 -0.109 -1.622
C -5.305 -0.285 -0.708
F -6.569 -0.074 -1.108
C -5.077 -0.667 0.605
C -3.772 -0.882 1.013
N 1.516 0.690 2.098
C 1.240 2.115 2.041
C 0.146 2.398 1.066
C 0.168 2.875 -0.210
C -1.176 2.891 -0.651
C -1.915 2.423 0.390
O -1.126 2.121 1.434
H 3.728 -1.695 1.960
H 2.002 -1.774 2.384
H 4.280 -0.993 -0.211
H 3.601 -2.196 -1.352
H 3.981 1.449 -0.904
H 2.692 2.889 -2.661
H 0.891 1.460 -3.916
H 0.372 -4.216 0.824
H 0.435 -2.783 1.884
H -0.960 -2.845 -0.651
H -2.137 -0.186 -1.864
H -4.505 0.194 -2.632
H -5.909 -0.786 1.281
H -3.533 -1.169 2.024
H 0.696 0.100 2.185
H 2.160 2.616 1.734
H 0.943 2.456 3.039
H 1.033 3.167 -0.766
H -1.537 3.209 -1.607
H -2.970 2.273 0.513
*
```

Atom charges from the Mulliken analysis, given in e for atoms 1 to 8: number 1, O, carries -0.655; number 2, C, carries 0.762; number 3, C, carries -1.099; number 4, N, carries 0.167; number 5, C, carries -1.375; number 6, C, carries 0.463; number 7, C, carries -0.395; number 8, C, carries -0.744



C10H15BCl4FLi2N3Na2O10S | ωB97M-V with the def2-TZVPD basis set

## Properties
* orbital gap: 1.64 eV
* LUMO level: -4.20 eV
* molar mass: 600.79 g mol⁻¹

```
! RIJCOSX wB97M-V def2-TZVPD def2/J DEFGRID3
* xyz 0 1
N -4.088 -2.863 -1.749
B -3.032 -2.104 -2.512
O -3.492 -1.199 -3.547
C -1.485 -2.391 -2.075
C -0.489 -1.254 -1.601
C 0.997 -1.616 -1.142
N 1.942 -0.582 -0.681
S 3.346 -1.513 -0.344
N 2.931 -3.148 -0.663
C 1.562 -3.084 -1.132
C 0.564 -4.227 -1.636
C -0.892 -3.859 -2.073
Cl -1.920 -5.301 -2.579
H -4.425 -2.202 -1.019
H -3.574 -3.600 -1.222
H -2.797 -0.570 -3.829
H -0.939 -0.174 -1.580
H 0.970 -5.306 -1.662
Li 0.385 0.794 -1.667
C 1.739 2.134 2.336
O 1.579 2.007 1.089
O 1.883 0.930 2.943
O 1.782 3.152 3.053
H 1.795 0.446 2.100
Na -1.690 0.940 -3.734
O 4.522 2.147 3.106
H 4.588 2.160 4.061
C 1.422 4.824 -2.719
Cl 0.402 5.611 -3.939
Cl 0.558 3.520 -1.907
H 2.306 4.412 -3.207
H 1.721 5.563 -1.976
O 1.704 -4.978 2.160
Cl 2.846 -5.797 1.782
O 4.045 -4.998 1.833
O 2.647 -6.293 0.433
O 2.960 -6.906 2.695
Li 2.745 6.725 -4.775
Na 0.528 -4.246 0.682
C -2.304 4.791 3.750
C -2.348 3.483 2.986
O -1.877 3.674 1.657
H -2.916 5.548 3.252
H -2.669 4.660 4.772
H -1.283 5.182 3.789
H -3.372 3.108 2.931
H -1.728 2.725 3.474
H -0.966 3.998 1.715
F -6.183 -4.320 -1.631
*
```

Atom charges from the Mulliken analysis, given in e for atoms 1 to 8: number 1, N, carries -0.387; number 2, B, carries 0.500; number 3, O, carries -0.432; number 4, C, carries -0.801; number 5, C, carries -0.381; number 6, C, carries 0.773; number 7, N, carries -0.597; number 8, S, carries 0.286



C21H36GeIrN3O4S | ωB97M-V with the def2-TZVPD basis set

## Properties
* orbital gap (spin up / spin down): 7.63 / 6.27 eV
* LUMO level (spin up / spin down): -6.44 / -8.23 eV
* <S²>: 6.012
* molar mass: 691.43 g mol⁻¹

```
! RIJCOSX wB97M-V def2-TZVPD def2/J DEFGRID3
* xyz 2 5
Ir 0.045 -0.028 -0.146
C 1.089 -2.608 -2.784
C 1.667 -1.261 -3.205
C 1.403 -0.991 -4.686
C 3.173 -1.214 -2.934
O 1.032 -0.246 -2.413
Ge 0.233 1.347 -2.811
O -1.324 0.522 -1.777
C -2.726 0.789 -1.873
C -3.398 -0.413 -2.539
C -3.312 1.011 -0.482
C -2.945 2.043 -2.725
O 0.907 1.758 -0.843
C 1.854 2.706 -0.354
C 2.584 3.349 -1.533
C 2.848 1.987 0.562
C 1.098 3.788 0.431
H 1.635 -3.427 -3.250
H 1.154 -2.711 -1.698
H 0.039 -2.669 -3.079
H 1.808 -1.794 -5.299
H 0.327 -0.920 -4.867
H 1.877 -0.055 -4.991
H 3.673 -1.996 -3.503
H 3.576 -0.248 -3.240
H 3.371 -1.363 -1.871
H -3.147 -1.333 -2.006
H -4.480 -0.286 -2.531
H -3.070 -0.513 -3.574
H -3.160 0.121 0.135
H -2.823 1.860 0.000
H -4.379 1.213 -0.548
H -2.545 1.890 -3.729
H -4.009 2.255 -2.810
H -2.451 2.903 -2.267
H 3.154 2.600 -2.086
H 1.865 3.818 -2.208
H 3.267 4.115 -1.170
H 3.529 1.370 -0.025
H 3.431 2.709 1.132
H 2.303 1.342 1.261
H 0.432 4.337 -0.235
H 0.504 3.335 1.226
H 1.809 4.487 0.869
O 0.186 -2.031 0.575
N -0.534 -2.652 1.504
C 0.093 -3.182 2.566
C -0.618 -3.865 3.527
C -1.993 -4.013 3.394
C -2.612 -3.483 2.270
C -1.861 -2.805 1.338
H 1.164 -3.059 2.583
H -0.091 -4.289 4.369
H -2.564 -4.546 4.140
H -3.674 -3.604 2.111
H -2.279 -2.382 0.435
S -1.093 0.879 1.928
C -0.220 0.614 3.363
N -0.741 1.174 4.497
C -0.172 1.021 5.706
C 0.989 0.310 5.807
C 1.511 -0.204 4.614
N 0.924 -0.065 3.437
H -1.594 1.713 4.393
H -0.665 1.481 6.551
H 1.479 0.160 6.756
H 2.448 -0.751 4.617
*
```

Atom charges from the Mulliken analysis, given in e for atoms 1 to 8: number 1, Ir, carries 3.053; number 2, C, carries -1.438; number 3, C, carries 1.289; number 4, C, carries -1.882; number 5, C, carries -1.501; number 6, O, carries 0.216; number 7, Ge, carries -0.024; number 8, O, carries -0.826



C5H9NO | ωB97M-V with the def2-TZVPD basis set

## Properties
* orbital gap: 9.78 eV
* LUMO level: 0.79 eV
* molar mass: 99.13 g mol⁻¹
* SMILES: C/C=C\C.N=C=O

```
! RIJCOSX wB97M-V def2-TZVPD def2/J DEFGRID3
* xyz 0 1
C 1.473 -1.152 -0.194
C 0.178 -1.008 0.554
C -0.997 -0.626 0.055
C -1.289 -0.233 -1.367
H 1.483 -0.580 -1.127
H 1.656 -2.203 -0.451
H 2.316 -0.814 0.417
H 0.227 -1.236 1.619
H -1.844 -0.572 0.740
H -0.385 0.052 -1.915
H -1.977 0.618 -1.395
H -1.761 -1.058 -1.913
N 0.856 1.829 1.520
C -0.188 2.154 0.990
O -1.204 2.367 0.448
H 1.456 2.463 2.020
*
```

Atom charges from the Mulliken analysis, given in e for atoms 1 to 8: number 1, C, carries -1.150; number 2, C, carries -0.093; number 3, C, carries -0.290; number 4, C, carries -1.071; number 5, H, carries 0.295; number 6, H, carries 0.307; number 7, H, carries 0.306; number 8, H, carries 0.376